1.
The following is a DFT calculation (ωB97M-V/def2-TZVPD) of a cluster of 2 separate species, C25H47N8O9PS in total in a non-equilibrium geometry.

## Properties
2S+1: 1

Each line ends with the Löwdin charge.
Atoms and positions in Å:
C (-3.44915, 0.54105, 3.20579)  0.013
C (-4.45088, 1.24962, 2.34328)  -0.577
O (-5.43985, 1.72718, 2.78158)  0.154
O (-4.13519, 1.26328, 1.03574)  -0.039
C (-3.53649, 2.53198, 0.62506)  -0.140
C (-2.53456, 2.35510, -0.50711)  -0.158
C (-2.64319, 1.08134, -1.33642)  -0.166
C (-1.33991, 0.90769, -2.13268)  -0.202
C (-1.47154, 0.13704, -3.43125)  -0.184
C (-1.44746, -1.38361, -3.21561)  -0.177
C (-0.03495, -1.89928, -2.89637)  -0.154
C (0.03898, -2.86556, -1.70944)  -0.157
N (-0.63817, -2.40698, -0.48389)  -0.042
C (-0.18339, -1.40019, 0.28413)  -0.315
N (-0.81848, -0.90326, 1.34231)  0.203
C (-0.08565, 0.09931, 1.78257)  -0.042
N (1.02919, 0.24302, 1.08337)  0.028
C (2.07425, 1.24841, 1.28567)  -0.100
C (1.52730, 2.65919, 1.16888)  -0.154
C (1.15230, 2.99941, -0.27363)  -0.247
C (2.40433, 3.28182, -1.10451)  -0.458
S (2.24258, 2.87259, -2.86484)  0.984
C (0.74777, 3.63207, -3.32849)  -0.720
N (0.24402, 3.48995, -4.52803)  0.029
N (-0.92975, 4.25723, -4.52160)  0.059
C (-1.02576, 4.77446, -3.33378)  -0.150
O (0.00365, 4.42260, -2.51812)  0.022
N (1.00208, -0.73279, 0.13237)  0.001
O (2.01958, -0.81483, -0.74494)  -0.007
C (3.04098, -1.78931, -0.38882)  -0.089
C (3.31422, -2.01900, 1.09903)  -0.318
C (4.54498, -1.19830, 1.53364)  -0.048
C (3.59539, -3.52382, 1.35825)  -0.136
C (2.84859, -4.08276, 2.57675)  -0.412
C (3.15376, -3.33986, 3.87310)  -0.062
C (1.34191, -4.16355, 2.31597)  -0.068
P (-2.11506, -3.16027, 0.04973)  0.467
N (-3.26720, -2.20189, 0.30940)  -0.092
O (-2.42558, -4.27585, -1.05566)  -0.114
O (-1.61052, -3.94107, 1.34154)  -0.112
H (-3.07680, -0.32883, 2.67302)  0.056
H (-3.89377, 0.27504, 4.15380)  0.084
H (-2.62612, 1.23533, 3.37774)  0.073
H (-3.00964, 2.93880, 1.48765)  0.120
H (-4.29849, 3.25464, 0.37113)  0.110
H (-1.52994, 2.41079, -0.08297)  0.088
H (-2.63786, 3.23357, -1.13738)  0.104
H (-3.48123, 1.16775, -2.02235)  0.126
H (-2.79542, 0.22741, -0.68212)  0.075
H (-0.99149, 1.91129, -2.38269)  0.086
H (-0.57060, 0.47416, -1.49429)  0.083
H (-0.65377, 0.39752, -4.10355)  0.111
H (-2.39869, 0.39712, -3.93181)  0.117
H (-2.15588, -1.61666, -2.42072)  0.091
H (-1.82519, -1.86607, -4.11233)  0.111
H (0.28644, -2.49574, -3.74833)  0.118
H (0.68565, -1.09463, -2.79993)  0.099
H (1.06527, -3.12157, -1.45742)  0.094
H (-0.42466, -3.78366, -2.04009)  0.104
H (-0.35844, 0.72579, 2.61018)  0.150
H (2.85645, 1.12974, 0.54933)  0.105
H (2.50337, 1.08730, 2.27011)  0.135
H (2.33223, 3.33103, 1.46540)  0.129
H (0.71057, 2.84537, 1.86168)  0.117
H (0.55594, 3.90193, -0.25696)  0.117
H (0.59363, 2.18936, -0.72915)  0.071
H (3.24489, 2.67134, -0.78566)  0.060
H (2.70040, 4.32179, -1.02284)  0.088
H (-1.84172, 5.42471, -3.02909)  0.101
H (3.94231, -1.41590, -0.86361)  0.140
H (2.82854, -2.73519, -0.87727)  0.099
H (2.47851, -1.76562, 1.74261)  0.108
H (5.44247, -1.70591, 1.19541)  0.087
H (4.59338, -1.10837, 2.61261)  0.079
H (4.56453, -0.21139, 1.08056)  0.068
H (4.65975, -3.69652, 1.47936)  0.117
H (3.27010, -4.12980, 0.51172)  0.112
H (3.18312, -5.11366, 2.68539)  0.134
H (2.77855, -3.91881, 4.71009)  0.084
H (2.60932, -2.39533, 3.89350)  0.079
H (4.21479, -3.14801, 3.98368)  0.081
H (1.11439, -5.06809, 1.75454)  0.083
H (0.82179, -4.26477, 3.26521)  0.094
H (0.95795, -3.28680, 1.80166)  0.053
H (-4.08454, -2.43062, -0.24333)  0.026
H (-1.77643, -4.98981, -1.08147)  0.082
H (-0.83241, -4.49054, 1.18102)  0.045
N (-3.23903, 6.32417, -0.70990)  -0.608
O (-3.39652, 5.26245, -0.06031)  -0.077
O (-3.22973, 6.25980, -1.96616)  -0.099
O (-3.12221, 7.40693, -0.13397)  -0.032

2.
The following is a DFT calculation (ωB97M-V/def2-TZVPD) of the molecule C4H9NO2 in a non-equilibrium geometry.

## Properties
2S+1: 1
SMILES: CC1(C)OCN1O
Energy above the lowest of the compared OMol25 structures with the same formula, charge and spin in kJ/mol: 376.0

Each line ends with the Löwdin charge.
Atoms and positions in Å:
C (-0.48075, -1.57289, 0.72073)  -0.011
C (-0.33028, -0.17122, 0.14722)  -0.600
C (-1.01054, 0.00317, -1.20564)  -0.012
O (-0.72050, 0.82203, 1.07816)  -0.068
C (0.73987, 1.47108, 0.92728)  -0.028
N (1.07729, 0.30162, 0.19746)  -0.103
O (1.60034, 0.66742, -1.09228)  -0.040
H (-0.02625, -1.64341, 1.71351)  0.086
H (-0.00858, -2.31760, 0.07202)  0.087
H (-1.53951, -1.82876, 0.81776)  0.085
H (-0.93719, 1.03450, -1.56243)  0.087
H (-2.07526, -0.22709, -1.10110)  0.089
H (-0.58702, -0.66295, -1.96304)  0.086
H (0.80080, 2.42309, 0.39326)  0.126
H (1.05290, 1.51576, 1.96747)  0.113
H (2.44468, 0.18524, -1.11039)  0.105

3.
The following is a DFT calculation (ωB97M-V/def2-TZVPD) of a cluster of 7 separate species, C42H39F6N2O in total in a non-equilibrium geometry.

## Properties
2S+1: 1
Net charge: +1

Each line ends with the Löwdin charge.
Atoms and positions in Å:
O (2.69164, -4.47174, 0.44073)  -0.040
C (1.39382, -4.37943, 0.99621)  -0.232
C (0.40070, -3.65457, 0.05772)  -0.087
C (-0.99361, -4.11831, 0.32984)  -0.152
C (-1.96425, -3.24921, 0.74171)  0.074
C (-3.19983, -3.86832, 1.00371)  0.023
N (-3.35566, -5.16350, 0.84260)  0.063
N (-2.45800, -6.03924, 0.39873)  0.149
C (-1.30446, -5.48193, 0.15576)  -0.028
H (2.61108, -4.86158, -0.43219)  0.088
H (1.47274, -3.82317, 1.92010)  0.100
H (1.05541, -5.38839, 1.24946)  0.116
H (0.69184, -3.79648, -0.97813)  0.139
H (0.44434, -2.60475, 0.32185)  0.119
H (-1.80126, -2.19755, 0.87526)  0.133
H (-4.05064, -3.29728, 1.33006)  0.140
H (-4.25570, -5.56677, 1.07254)  0.187
H (-0.53112, -6.14072, -0.20778)  0.142
F (1.63413, -2.17540, 3.19690)  0.014
C (2.90580, -1.91421, 3.62031)  -0.288
C (3.93128, -1.97271, 2.70182)  -0.044
C (5.22267, -1.69609, 3.12435)  -0.068
C (5.46395, -1.37383, 4.45266)  -0.074
C (4.41284, -1.32144, 5.35838)  -0.076
C (3.11748, -1.59189, 4.94252)  -0.008
H (3.72161, -2.22843, 1.67035)  0.112
H (6.03762, -1.72664, 2.41431)  0.112
H (6.47079, -1.15361, 4.78041)  0.108
H (4.60031, -1.06535, 6.38836)  0.100
H (2.28321, -1.54323, 5.63013)  0.122
F (3.93397, 1.05398, 7.09223)  0.038
C (4.46570, 2.10772, 6.43195)  -0.287
C (5.61031, 2.69960, 6.92359)  -0.016
C (6.15583, 3.77170, 6.23209)  -0.077
C (5.55102, 4.23622, 5.07196)  -0.085
C (4.39822, 3.62566, 4.59781)  -0.087
C (3.84898, 2.54883, 5.27869)  -0.021
H (6.06295, 2.32501, 7.83213)  0.119
H (7.05595, 4.24437, 6.60036)  0.107
H (5.97882, 5.07331, 4.53735)  0.105
H (3.92472, 3.98732, 3.69478)  0.100
H (2.95595, 2.05206, 4.92155)  0.116
F (5.08805, 3.89567, 1.01546)  0.063
C (4.07886, 3.04572, 0.75278)  -0.284
C (3.96081, 1.89385, 1.50510)  -0.015
C (2.91548, 1.02377, 1.23332)  -0.075
C (2.01403, 1.30952, 0.21596)  -0.098
C (2.15433, 2.47154, -0.53108)  -0.076
C (3.19100, 3.35068, -0.25975)  -0.006
H (4.67692, 1.68627, 2.29048)  0.115
H (2.80786, 0.12370, 1.82042)  0.074
H (1.20068, 0.62619, 0.00550)  0.089
H (1.45765, 2.69697, -1.32715)  0.105
H (3.31274, 4.26520, -0.82511)  0.108
F (2.67299, 4.66540, -3.46408)  0.042
C (3.38178, 5.81529, -3.41444)  -0.298
C (2.70688, 7.01890, -3.39713)  -0.019
C (3.43897, 8.19550, -3.33968)  -0.080
C (4.82591, 8.15433, -3.30763)  -0.092
C (5.48376, 6.93280, -3.32839)  -0.079
C (4.75976, 5.75055, -3.37798)  -0.022
H (1.62544, 7.02942, -3.42938)  0.117
H (2.92438, 9.14635, -3.32022)  0.106
H (5.39302, 9.07422, -3.26618)  0.103
H (6.56431, 6.89825, -3.30640)  0.106
H (5.25341, 4.78763, -3.38758)  0.118
F (-3.97243, -1.20017, 0.43145)  0.007
C (-4.88289, -1.10519, -0.58538)  -0.285
C (-4.43146, -1.15993, -1.88685)  -0.022
C (-5.35827, -1.06940, -2.91568)  -0.064
C (-6.70719, -0.91909, -2.62737)  -0.076
C (-7.13441, -0.86357, -1.30716)  -0.061
C (-6.21649, -0.96144, -0.27041)  -0.020
H (-3.37305, -1.26596, -2.08998)  0.115
H (-5.02753, -1.11354, -3.94401)  0.110
H (-7.42115, -0.84174, -3.42939)  0.092
H (-8.18469, -0.74094, -1.08188)  0.113
H (-6.52820, -0.92270, 0.76561)  0.119
F (-7.29715, -1.62866, -5.53422)  0.033
C (-8.37338, -2.38363, -5.86358)  -0.285
C (-8.61721, -3.54030, -5.15285)  -0.025
C (-9.72293, -4.30836, -5.48838)  -0.082
C (-10.55644, -3.91501, -6.52571)  -0.089
C (-10.28776, -2.74817, -7.22811)  -0.074
C (-9.18939, -1.96958, -6.89504)  -0.014
H (-7.94970, -3.83111, -4.35203)  0.113
H (-9.93308, -5.21561, -4.93867)  0.105
H (-11.41533, -4.51797, -6.78657)  0.104
H (-10.93441, -2.44233, -8.03879)  0.109
H (-8.96568, -1.05340, -7.42498)  0.120

| no. | E_LUMO (eV) | highest occupied orbital energy (eV) | HOMO-LUMO gap (eV) |
| --- | --- | --- | --- |
| 1 | -1.028 | -6.882 | 5.85 |
| 2 | 0.883 | -9.198 | 10.08 |
| 3 | -4.560 | -10.552 | 5.99 |